{"formula": "C12H42BN4O7", "method": "ωB97M-V/def2-TZVPD", "relative_energy_ev": 3.609, "homo_ev": -6.03, "total_charge": -1, "lumo_energy_ev": 2.44, "orbital_gap_ev": 8.5, "symbols": ["B", "H", "H", "H", "H", "C", "O", "N", "N", "H", "H", "H", "H", "C", "O", "N", "N", "H", "H", "H", "H", "C", "C", "O", "H", "H", "H", "H", "H", "H", "C", "C", "O", "H", "H", "H", "H", "H", "H", "C", "C", "O", "H", "H", "H", "H", "H", "H", "C", "C", "O", "H", "H", "H", "H", "H", "H", "C", "C", "O", "H", "H", "H", "H", "H", "H"], "coordinates": [[-20.235, -14.392, -18.009], [-20.862, -15.242, -17.789], [-20.180, -14.250, -19.078], [-20.612, -13.480, -17.572], [-19.256, -14.644, -17.633], [-21.892, -18.977, -20.700], [-21.843, -20.075, -21.155], [-22.569, -18.619, -19.660], [-21.138, -18.036, -21.103], [-23.278, -19.251, -19.318], [-22.314, -17.712, -19.297], [-20.442, -18.246, -21.804], [-21.005, -17.198, -20.555], [-15.036, -14.362, -20.525], [-14.191, -14.377, -21.415], [-16.071, -13.583, -20.574], [-15.072, -15.205, -19.512], [-16.872, -13.815, -20.004], [-16.173, -12.980, -21.378], [-14.315, -15.865, -19.404], [-15.682, -14.950, -18.748], [-16.002, -9.263, -15.317], [-16.472, -10.701, -15.013], [-17.902, -10.620, -14.990], [-16.246, -8.615, -14.475], [-16.555, -8.954, -16.204], [-14.952, -9.298, -15.606], [-16.098, -11.116, -14.077], [-16.160, -11.395, -15.793], [-18.307, -11.205, -15.635], [-22.481, -10.278, -26.424], [-22.995, -10.247, -24.976], [-21.986, -10.776, -24.116], [-21.681, -9.547, -26.534], [-23.316, -10.049, -27.086], [-22.123, -11.257, -26.742], [-23.763, -11.015, -24.883], [-23.490, -9.359, -24.584], [-22.333, -11.100, -23.281], [-21.481, -9.133, -19.112], [-22.857, -9.607, -18.797], [-23.039, -10.881, -19.429], [-20.724, -9.909, -19.230], [-21.160, -8.334, -18.444], [-21.480, -8.590, -20.057], [-23.545, -8.869, -19.211], [-23.046, -9.797, -17.741], [-22.563, -11.548, -18.930], [-18.551, -17.422, -13.137], [-18.864, -18.413, -14.268], [-18.169, -18.058, -15.459], [-18.975, -17.755, -12.189], [-19.035, -16.465, -13.330], [-17.467, -17.336, -13.052], [-19.934, -18.429, -14.476], [-18.521, -19.408, -13.986], [-18.503, -17.243, -15.842], [-24.925, -13.715, -11.695], [-24.033, -13.490, -12.896], [-23.814, -14.727, -13.539], [-24.418, -14.150, -10.834], [-25.807, -14.263, -12.027], [-25.277, -12.734, -11.377], [-23.067, -13.130, -12.543], [-24.489, -12.816, -13.621], [-23.202, -14.702, -14.278]]}

{"formula": "C4H4N2S", "method": "ωB97M-V/def2-TZVPD", "relative_energy_ev": 5.415, "homo_ev": -9.31, "lumo_energy_ev": -2.13, "orbital_gap_ev": 7.2, "symbols": ["C", "C", "C", "C", "N", "N", "S", "H", "H", "H", "H"], "coordinates": [[1.969, -1.095, 0.013], [-0.011, -0.192, 0.087], [0.762, 0.924, -0.036], [-1.480, 0.117, 0.149], [0.704, -1.334, 0.107], [-1.528, 1.550, 0.155], [2.429, 0.576, -0.104], [2.717, -1.857, -0.008], [-2.005, -0.372, -0.683], [-1.889, -0.245, 1.097], [-1.669, 1.930, -0.778]]}

{"formula": "C36H28N10O3Pb", "method": "ωB97M-V/def2-TZVPD", "relative_energy_ev": 0.000, "homo_ev": -6.46, "lumo_energy_ev": -1.83, "orbital_gap_ev": 4.6, "symbols": ["Pb", "O", "C", "C", "C", "C", "C", "C", "C", "O", "N", "N", "C", "C", "C", "C", "C", "C", "C", "O", "H", "H", "H", "H", "H", "H", "H", "H", "H", "H", "C", "C", "N", "C", "C", "N", "C", "C", "C", "C", "C", "N", "C", "C", "N", "C", "C", "N", "C", "C", "C", "N", "C", "C", "H", "H", "H", "H", "H", "H", "H", "H", "H", "H", "H", "H", "C", "N", "C", "C", "N", "C", "H", "H", "H", "H", "H", "H"], "coordinates": [[-0.113, -0.384, -0.637], [2.320, -3.443, -3.390], [3.474, -3.762, -2.832], [4.121, -4.965, -3.154], [5.310, -5.293, -2.550], [5.942, -4.431, -1.641], [5.301, -3.239, -1.294], [4.027, -2.954, -1.781], [3.183, -1.885, -1.229], [2.129, -1.509, -1.906], [3.566, -1.342, -0.069], [2.690, -0.432, 0.321], [3.015, 0.491, 1.215], [2.320, 1.725, 1.532], [2.646, 2.473, 2.696], [2.131, 3.729, 2.893], [1.232, 4.268, 1.992], [0.786, 3.539, 0.921], [1.283, 2.243, 0.651], [0.814, 1.535, -0.365], [2.083, -2.527, -2.754], [3.679, -5.649, -3.919], [5.775, -6.278, -2.777], [6.902, -4.637, -1.208], [5.748, -2.539, -0.609], [3.948, 0.281, 1.789], [3.316, 2.037, 3.457], [2.451, 4.293, 3.740], [0.918, 5.289, 2.085], [0.056, 4.017, 0.253], [-1.293, 1.886, -4.649], [-1.171, 0.776, -3.831], [-1.557, 0.762, -2.531], [-2.096, 1.901, -2.043], [-2.124, 3.047, -2.851], [-1.741, 3.048, -4.126], [-2.602, 1.873, -0.671], [-3.379, 2.951, -0.211], [-3.546, 3.135, 1.165], [-3.029, 2.135, 2.031], [-2.376, 1.038, 1.481], [-2.234, 0.834, 0.150], [-1.663, 0.078, 2.368], [-1.891, 0.051, 3.757], [-1.207, -0.709, 4.576], [-0.333, -1.597, 4.032], [-0.114, -1.607, 2.693], [-0.743, -0.757, 1.876], [-4.103, 4.364, 1.762], [-3.819, 4.721, 3.084], [-4.377, 5.892, 3.616], [-5.105, 6.725, 2.897], [-5.326, 6.417, 1.636], [-4.887, 5.255, 1.016], [-0.998, 1.875, -5.698], [-0.749, -0.139, -4.284], [-2.440, 4.023, -2.501], [-3.821, 3.727, -0.859], [-3.157, 2.240, 3.084], [-2.515, 0.779, 4.250], [0.168, -2.216, 4.745], [0.613, -2.293, 2.244], [-3.174, 4.125, 3.729], [-4.232, 6.218, 4.648], [-5.927, 7.144, 1.108], [-5.036, 5.118, -0.075], [-0.071, -5.904, -3.153], [-0.072, -5.384, -1.797], [0.682, -5.861, -0.724], [0.546, -4.910, 0.257], [-0.263, -3.856, -0.153], [-0.629, -4.194, -1.391], [-0.005, -7.019, -3.168], [0.751, -5.489, -3.765], [-0.994, -5.565, -3.634], [1.228, -6.782, -0.709], [1.005, -4.910, 1.239], [-1.250, -3.595, -2.050]]}

{"formula": "C15H20IN3O7P", "method": "ωB97M-V/def2-TZVPD", "homo_ev": -12.26, "total_charge": 1, "lumo_energy_ev": -5.26, "orbital_gap_ev": 7.0, "symbols": ["C", "P", "C", "C", "N", "N", "C", "O", "C", "N", "C", "C", "I", "H", "H", "H", "H", "H", "H", "H", "H", "C", "C", "C", "O", "C", "O", "O", "H", "H", "H", "H", "H", "H", "C", "C", "C", "O", "C", "O", "O", "H", "H", "H", "H", "H", "H"], "coordinates": [[4.147, -3.221, 3.000], [3.088, -2.655, 1.524], [3.565, -0.811, 1.298], [1.245, -2.623, 2.023], [0.777, -2.416, 3.358], [-0.422, -2.347, 3.901], [-1.518, -2.460, 3.046], [-2.843, -2.344, 3.611], [-3.063, -0.934, 3.599], [-3.154, 0.250, 3.706], [-1.297, -2.705, 1.541], [0.112, -2.798, 0.928], [0.470, -3.100, -1.179], [4.659, -2.296, 3.451], [3.479, -3.653, 3.818], [4.962, -3.936, 2.655], [4.611, -0.673, 1.748], [2.848, -0.196, 1.953], [3.519, -0.488, 0.199], [1.553, -2.303, 4.044], [-2.225, -2.827, 0.882], [-3.644, 2.448, 0.923], [-3.825, 2.386, -0.585], [-5.250, 2.265, -1.040], [-5.108, 1.629, -2.308], [-3.963, 0.891, -2.243], [-3.632, 0.081, -3.060], [-3.249, 1.195, -1.124], [-4.586, 2.295, 1.457], [-2.930, 1.702, 1.274], [-3.277, 3.434, 1.218], [-3.322, 3.236, -1.059], [-5.741, 3.234, -1.146], [-5.861, 1.621, -0.401], [1.277, 2.432, -4.021], [2.499, 1.688, -3.507], [2.278, 0.229, -3.237], [3.264, -0.053, -2.254], [3.480, 1.112, -1.582], [4.105, 1.193, -0.565], [2.886, 2.159, -2.214], [0.383, 1.802, -4.024], [1.064, 3.320, -3.423], [1.437, 2.749, -5.054], [3.346, 1.848, -4.182], [2.427, -0.388, -4.124], [1.296, 0.008, -2.805]]}

{"formula": "C34H31Cl3N4OS3Sn", "method": "ωB97M-V/def2-TZVPD", "relative_energy_ev": 1.370, "homo_ev": -13.27, "total_charge": 2, "lumo_energy_ev": -7.12, "orbital_gap_ev": 6.1, "symbols": ["Sn", "S", "C", "N", "C", "C", "N", "C", "C", "C", "C", "C", "C", "C", "C", "S", "C", "C", "C", "C", "C", "C", "C", "H", "H", "H", "H", "H", "H", "H", "H", "H", "H", "H", "H", "H", "H", "H", "H", "H", "H", "Cl", "C", "C", "C", "C", "C", "C", "N", "C", "C", "N", "C", "O", "C", "C", "C", "Cl", "S", "C", "C", "C", "Cl", "C", "H", "H", "H", "H", "H", "H", "H", "H", "H", "H", "H", "H", "H"], "coordinates": [[-1.074, -0.665, 4.537], [-1.742, -2.363, 2.747], [-0.878, -1.767, 1.395], [-1.346, -1.860, 0.190], [-0.540, -1.360, -0.947], [0.870, -1.794, -0.739], [1.334, -1.232, 0.551], [2.760, -0.789, 0.566], [3.646, -1.875, 0.014], [4.298, -1.700, -1.202], [5.147, -2.689, -1.684], [5.341, -3.853, -0.952], [4.685, -4.033, 0.263], [3.843, -3.044, 0.747], [0.524, -1.161, 1.567], [1.013, -0.488, 3.045], [-2.606, -2.567, -0.188], [-2.283, -3.833, -0.950], [-1.652, -4.892, -0.298], [-1.337, -6.049, -0.995], [-1.654, -6.153, -2.347], [-2.285, -5.101, -2.997], [-2.596, -3.939, -2.300], [-0.619, -0.272, -0.983], [-0.941, -1.777, -1.863], [1.519, -1.425, -1.527], [0.953, -2.882, -0.719], [3.039, -0.533, 1.580], [2.822, 0.114, -0.044], [4.158, -0.783, -1.768], [5.660, -2.547, -2.629], [6.013, -4.619, -1.322], [4.843, -4.939, 0.837], [3.346, -3.177, 1.706], [-3.182, -1.880, -0.809], [-3.167, -2.776, 0.712], [-1.423, -4.822, 0.764], [-0.857, -6.876, -0.484], [-1.418, -7.061, -2.889], [-2.541, -5.185, -4.047], [-3.102, -3.122, -2.808], [4.391, 2.741, 2.531], [2.797, 3.112, 1.990], [2.294, 4.397, 2.139], [1.014, 4.676, 1.696], [0.216, 3.698, 1.103], [-1.170, 4.051, 0.624], [-2.151, 4.166, 1.790], [-2.424, 2.805, 2.267], [-3.420, 1.956, 1.833], [-3.178, 0.756, 2.421], [-2.048, 0.877, 3.214], [-1.640, 2.131, 3.112], [-1.123, 5.263, -0.078], [-1.851, 5.257, -1.313], [-1.393, 4.153, -2.221], [-0.114, 4.013, -2.662], [1.209, 5.038, -2.311], [0.086, 2.639, -3.661], [-1.563, 2.220, -3.505], [-2.227, 3.102, -2.715], [0.756, 2.423, 0.974], [-0.184, 1.119, 0.252], [2.035, 2.116, 1.408], [2.905, 5.167, 2.593], [0.626, 5.687, 1.779], [-1.519, 3.239, -0.011], [-3.067, 4.650, 1.463], [-1.729, 4.739, 2.612], [-4.192, 2.272, 1.149], [-3.735, -0.164, 2.346], [-0.764, 2.558, 3.586], [-1.672, 6.237, -1.745], [-2.927, 5.155, -1.136], [-1.960, 1.363, -4.032], [-3.291, 3.034, -2.507], [2.442, 1.121, 1.285]]}

For each record above, in turn, the calculated DFT total energy values are -1252.8845 -662.3266 -2354.7625 -1913.1402 -4397.4450 a.u..